The following is a DFT calculation (wB97M-V/def2-TZVPD) of a 2-piece molecular cluster, C6H10F2 overall at a distorted geometry.

```
18
Properties=species:S:1:pos:R:3:forces:R:3
C -2.2080 0.3431 0.6429 -3.366 -1.680 2.192
C -0.9524 0.5085 0.9450 1.115 0.853 -0.612
C 1.9350 -0.7937 -0.8229 -0.166 -1.808 -0.709
C -0.1427 1.0959 -0.1554 1.940 -0.482 -0.054
C -0.2660 0.2715 2.2747 0.429 1.086 0.078
C 1.4921 -1.0650 -2.2613 1.686 0.068 -0.078
F -2.6786 0.2239 -0.6398 0.213 0.728 0.758
F 1.5344 -1.8816 -0.1223 0.232 0.799 -0.287
H -3.0448 0.1754 1.4442 1.523 -0.003 -1.834
H 0.8386 0.5148 -0.1970 -0.485 1.457 0.526
H -0.0019 2.1893 0.1517 0.192 -1.405 -1.106
H -0.4896 0.8626 -1.1765 -0.541 0.967 0.582
H 0.1004 1.1979 2.8033 -0.673 -0.401 -0.745
H 0.7571 -0.2190 2.0597 -2.018 -0.190 0.601
H -1.0452 -0.1580 2.9432 1.252 -0.465 -0.175
H 2.3280 -0.6993 -2.9356 -1.113 -0.172 0.699
H 0.6087 -0.4717 -2.4111 -0.366 0.572 -0.311
H 1.2350 -2.0944 -2.5428 0.146 0.076 0.476
```
Positions in Å, forces in eV/Å.

## Properties
LUMO in eV: -0.01
Relative energy (zero: lowest compared OMol25 entry of this formula, charge and spin) in eV: 4.795
Total charge: 0

The following is a DFT calculation (wB97M-V/def2-TZVPD) of C29H46GeI2N6O2PS2Ti as an isolated structure at a distorted geometry.

```
90
Properties=species:S:1:pos:R:3:forces:R:3
Ti -0.6287 -0.3422 0.2085 -1.404 1.545 -1.934
I 2.9251 -3.6291 0.2294 -0.158 0.072 0.454
C 1.6830 -3.0433 1.8348 0.036 0.509 -1.039
C 1.5978 -3.7989 2.9970 -0.202 -0.141 0.573
C 0.7532 -3.4259 4.0148 0.186 -0.493 0.342
I 0.6294 -4.6601 5.7322 0.076 0.301 -0.402
C -0.0320 -2.2595 3.9031 -0.067 0.135 -0.377
C -0.9090 -1.7592 4.8879 -0.188 0.242 0.017
C -1.6129 -0.6055 4.6589 0.226 -0.326 0.079
C -1.4900 0.0342 3.4188 0.052 0.221 -0.112
N -0.7086 -0.4184 2.4664 -0.362 -0.012 0.368
C 0.0362 -1.5215 2.6905 0.504 -0.518 0.476
C 0.9190 -1.9002 1.6257 0.617 -1.205 1.125
O 0.9959 -1.1886 0.5479 1.052 -0.013 -0.147
H 2.2046 -4.6832 3.0934 0.064 -0.159 0.033
H -1.0171 -2.2907 5.8206 0.019 -0.047 0.101
H -2.2746 -0.1990 5.4066 -0.051 0.043 0.072
H -2.0462 0.9333 3.1869 -0.063 0.011 -0.039
C -1.7043 4.6809 -3.2743 -0.041 -0.045 -0.105
C -1.5068 4.4809 -1.8128 0.076 0.130 0.122
C -1.0486 5.4456 -0.9510 -0.052 -0.219 0.283
C -0.9754 5.1385 0.4279 -0.069 0.231 -0.720
N -1.3888 3.9796 0.8941 -0.025 -0.088 0.417
C -1.8272 3.0487 0.0645 -0.020 0.088 -0.961
S -2.4563 1.5938 0.6123 -0.482 -0.905 0.633
N -1.8442 3.2806 -1.2927 0.194 0.373 0.517
C -0.4754 6.1180 1.4291 0.082 0.041 0.047
H -1.1303 5.5307 -3.6312 0.046 0.005 -0.011
H -2.7592 4.8724 -3.4826 -0.005 0.010 0.052
H -1.4197 3.7911 -3.8338 0.073 -0.041 -0.044
H -0.7535 6.4144 -1.3167 0.014 0.085 -0.092
H -2.0777 2.4902 -1.8912 -0.004 0.083 0.177
H 0.3236 6.7352 1.0268 0.035 0.053 -0.036
H -0.1359 5.5844 2.3126 0.027 0.008 0.010
H -1.2931 6.7745 1.7279 -0.054 0.060 0.004
S 0.8994 1.7221 0.7888 -0.666 0.463 0.145
C 2.5294 1.2901 0.9660 0.072 -0.132 0.459
N 2.9371 0.6709 2.0785 -0.005 0.020 -0.288
C 4.3243 0.3257 2.3233 0.414 -0.061 0.009
C 5.2117 1.3754 1.6592 -0.170 -0.167 -0.104
C 4.8490 1.4444 0.1798 0.460 -0.064 0.115
N 3.4225 1.6629 0.0550 -0.075 -0.084 -0.037
H 2.2247 0.4136 2.7461 0.026 0.128 -0.179
H 4.5488 -0.6679 1.9138 -0.035 0.079 0.083
H 4.4946 0.2961 3.4002 -0.054 -0.004 -0.062
H 6.2598 1.1100 1.7844 0.000 0.025 -0.036
H 5.0384 2.3514 2.1188 0.044 -0.052 0.036
H 5.1329 0.5145 -0.3272 -0.004 0.089 0.019
H 5.3673 2.2727 -0.3077 -0.039 -0.085 0.012
H 3.0591 2.0569 -0.8011 -0.077 -0.025 0.173
C 1.3500 2.7513 -2.3712 -0.406 -0.482 0.058
Ge 0.6648 0.8631 -2.6313 0.824 0.035 -0.696
C 2.2208 -0.3595 -2.3480 -0.364 0.389 0.033
C 0.2144 0.8618 -4.5904 0.082 -0.113 0.725
C -0.8293 0.2248 -1.5974 0.136 -0.288 0.508
H 0.7994 3.4402 -3.0020 -0.090 0.108 -0.237
H 2.3886 2.8015 -2.6914 0.190 -0.056 -0.133
H 1.2679 3.0990 -1.3459 -0.004 0.013 -0.004
H 3.1629 0.0869 -2.6564 0.125 0.108 -0.101
H 2.0788 -1.2697 -2.9252 -0.059 -0.110 -0.082
H 2.2874 -0.6406 -1.2979 0.015 -0.011 -0.023
H 0.9452 1.4365 -5.1464 0.203 0.129 -0.096
H -0.7645 1.2972 -4.7659 -0.204 0.119 0.009
H 0.1980 -0.1448 -4.9925 0.003 -0.235 -0.048
H -1.7820 0.2905 -2.1383 -0.030 0.152 0.134
C -0.5507 -2.9867 -3.1294 -0.041 0.553 0.005
N -0.4413 -4.0607 -2.1648 0.146 0.199 -0.178
C -0.2008 -5.3983 -2.6554 -0.049 -0.463 0.063
C -0.5392 -3.8228 -0.8685 -0.074 -0.035 0.370
O -0.8016 -2.7331 -0.3552 0.078 -0.226 -0.146
H 0.3166 -3.0008 -3.7921 -0.020 -0.042 0.004
H -0.5725 -2.0249 -2.5951 -0.074 -0.301 -0.170
H -1.4551 -3.0939 -3.7339 0.020 -0.007 0.021
H 0.2634 -5.3424 -3.6352 0.015 0.008 -0.049
H -1.1312 -5.9662 -2.7321 0.043 0.022 -0.123
H 0.4765 -5.9346 -1.9932 0.017 -0.002 0.053
H -0.3860 -4.7205 -0.2440 -0.007 0.139 -0.041
C -4.3236 -0.9662 1.6494 0.408 0.159 -0.089
P -2.8759 -1.6754 0.7463 -1.402 -0.460 -0.100
C -2.8768 -3.3656 1.5226 0.419 0.372 0.032
C -3.7390 -1.9965 -0.8469 0.252 0.218 0.082
H -5.1580 -1.6666 1.6208 0.024 -0.031 -0.026
H -4.6156 -0.0337 1.1714 -0.086 0.061 0.029
H -4.0710 -0.7579 2.6885 -0.003 0.000 0.031
H -3.2890 -4.0875 0.8183 -0.013 0.010 0.014
H -3.4897 -3.3473 2.4211 -0.057 -0.029 0.016
H -1.8696 -3.6782 1.7982 -0.004 0.010 -0.032
H -4.6802 -2.5191 -0.6800 -0.010 -0.031 0.026
H -3.1022 -2.5725 -1.5146 0.004 0.005 -0.014
H -3.9414 -1.0272 -1.3063 -0.032 -0.052 -0.051
```
Positions in Å, forces in eV/Å.

## Properties
LUMO in eV: -2.53
Relative energy (zero: lowest compared OMol25 entry of this formula, charge and spin) in eV: 1.757
Total charge: +1

The following is a DFT calculation (wB97M-V/def2-TZVPD) of one molecule with the formula C5H9N3 at a distorted geometry.

```
17
Properties=species:S:1:pos:R:3:forces:R:3
N 1.8167 0.7102 -0.7245 1.358 -2.185 -1.012
C 0.6520 0.2205 0.0012 2.672 3.362 -1.403
C -0.3104 1.2749 0.4629 -0.845 -0.877 2.671
N -1.5380 1.1363 -0.2999 -1.314 -0.806 0.395
N -2.1161 -0.2102 -0.1955 1.704 0.356 -1.573
C -1.3104 -1.2256 -0.4316 -2.358 2.662 2.545
C 0.1672 -1.0524 -0.3975 -1.561 -4.864 -3.719
C 0.9638 -0.8559 0.8709 -2.059 -3.430 5.169
H 2.2716 -0.2180 -1.1713 -1.168 3.162 0.992
H 1.5101 1.3247 -1.4704 0.099 -0.243 -0.330
H -0.5543 0.9965 1.5980 0.603 0.927 -2.005
H 0.1578 2.2699 0.4413 -0.410 -0.252 -0.261
H -2.3017 1.7406 0.0545 0.934 -0.516 -0.310
H -1.9884 -2.0841 -0.3805 1.229 -0.623 -0.284
H 0.5511 -1.7363 -1.3061 0.040 2.101 2.020
H 1.9231 -1.4070 1.2132 -1.549 1.364 -1.281
H 0.1060 -0.8839 1.7351 2.625 -0.138 -1.614
```
Positions in Å, forces in eV/Å.

## Properties
LUMO in eV: 1.01
Relative energy (zero: lowest compared OMol25 entry of this formula, charge and spin) in eV: 4.214
SMILES string: N[C@@]12CNN=C[C@@H]1C2
Total charge: 0

no.,HOMO-LUMO gap (eV),HOMO energy (eV)
1,8.90,-8.906
2,6.65,-9.175
3,9.78,-8.771